# 1
DFT (ωB97M-V with the def2-TZVPD basis set) results for a structure of composition C28H21F5N7O3RuS4.

Each line ends with the Löwdin charge.
Cartesian coordinates (Å):
Ru1 -0.356758 0.702068 1.230993  0.73
S1 -0.201255 -2.128690 2.793934  0.60
S2 0.779753 1.070009 -1.072905  0.72
S3 1.260116 2.348849 1.554498  0.62
S4 -1.085486 1.070067 3.353585  0.68
F1 4.496456 -0.657414 4.204599  0.12
F2 3.756487 2.731585 0.045079  0.07
F3 6.562697 -0.055708 2.540311  0.12
F4 2.109968 0.466235 3.849508  0.08
F5 6.171764 1.665342 0.477251  0.12
O1 -1.545846 -2.360568 2.332523  -0.32
O2 -0.037271 -1.635773 4.128488  -0.32
O3 2.512723 -1.363697 0.395906  0.00
N1 -1.818784 -0.166408 -0.091381  -0.01
N2 -1.752525 3.549422 4.071327  0.09
N3 -0.128038 -0.091773 -3.359842  0.09
N4 -1.664743 2.170283 0.907284  -0.19
N5 1.023288 -1.402615 -1.905548  0.13
N6 -1.817463 3.183236 1.815935  0.01
N7 0.615940 -1.187827 1.689211  -0.17
C1 -2.474981 2.114083 -0.095284  -0.26
C2 4.305246 0.173447 3.175053  -0.14
C3 3.063150 0.742473 2.962441  -0.25
C4 1.708140 -1.821574 1.207519  -0.52
C5 2.812685 -4.143449 1.410187  0.00
C6 -1.547887 0.589198 -5.134418  -0.04
C7 -1.780407 3.159661 -4.174559  -0.07
C8 5.155482 1.359738 1.291224  -0.14
C9 2.813568 1.606368 1.900500  -0.48
C10 -2.526965 0.796742 -0.726557  -0.23
C11 -3.418469 -0.828631 -2.237519  -0.05
C12 -3.321922 0.487311 -1.819646  -0.01
C13 -0.979520 2.252179 -3.493828  -0.05
C14 -1.574039 2.732607 3.017099  -0.82
C15 5.358317 0.479700 2.336270  -0.14
C16 1.827840 -3.225004 1.722205  -0.13
C17 2.724553 -5.409846 1.974410  -0.06
C18 -1.915295 -1.432387 -0.492872  -0.12
C19 -0.869915 0.950152 -3.971108  -0.24
C20 -2.342966 1.503178 -5.803749  -0.08
C21 -3.432905 3.222977 -0.392191  -0.01
C22 0.524696 -0.196940 -2.182215  -0.75
C23 3.902676 1.904327 1.084179  -0.25
C24 0.797826 -3.564006 2.569946  -0.21
C25 1.674972 -5.741187 2.829265  -0.06
C26 -2.469984 2.798124 -5.321798  -0.09
C27 0.691032 -4.812468 3.147295  -0.03
C28 -2.717336 -1.808729 -1.557431  -0.04
H1 1.629910 -6.733787 3.257979  0.11
H2 0.955199 -2.173310 -2.550030  0.12
H3 -1.853012 4.171823 -3.797064  0.11
H4 -2.860199 1.199997 -6.704604  0.10
H5 -3.852645 1.268224 -2.344713  0.11
H6 -1.456207 -0.422118 -5.517800  0.11
H7 -0.440297 2.553263 -2.610416  0.04
H8 -1.346478 3.287571 4.951380  0.09
H9 -2.785480 -2.851214 -1.835201  0.11
H10 -3.957737 3.498540 0.521644  0.08
H11 1.684519 -1.449188 -1.119769  0.05
H12 -3.086680 3.518227 -5.842578  0.10
H13 -1.914620 4.525411 3.888985  0.10
H14 -4.155964 2.943066 -1.153749  0.07
H15 3.481927 -6.150474 1.752902  0.11
H16 3.623683 -3.864594 0.750270  0.12
H17 -0.136851 -0.936842 -3.912627  0.14
H18 -0.121190 -5.055013 3.819352  0.12
H19 -2.892107 4.110214 -0.724087  0.09
H20 -4.039206 -1.082351 -3.087173  0.11
H21 -1.345184 -2.152101 0.072143  0.09

Cartesian forces, eV/Å:
0.44 -0.46 -0.37
0.09 0.03 0.05
-0.07 0.13 0.01
-0.10 0.13 0.55
-0.36 0.25 0.11
0.01 0.00 0.00
0.03 -0.02 0.02
-0.01 -0.01 0.00
-0.10 -0.06 -0.06
-0.02 0.00 0.00
0.01 -0.04 -0.09
-0.01 -0.01 -0.02
0.02 -0.07 0.03
0.00 -0.08 0.19
-0.02 0.09 0.06
0.07 0.04 -0.07
0.00 0.19 -0.07
0.02 0.10 0.03
0.02 0.28 0.01
0.00 -0.06 0.16
-0.10 0.21 0.13
-0.02 -0.05 0.05
-0.09 0.17 0.11
0.02 0.05 0.00
0.04 -0.04 -0.01
-0.05 -0.02 0.00
-0.01 -0.02 -0.02
0.05 0.03 -0.08
0.18 -0.14 -0.29
0.02 -0.14 -0.14
-0.02 0.00 -0.02
-0.08 0.05 -0.07
0.10 0.04 -0.03
0.11 -0.38 -0.10
0.01 0.00 -0.01
0.03 -0.01 0.01
-0.01 0.01 0.00
0.03 0.04 -0.03
-0.07 -0.02 0.05
0.01 -0.01 0.01
-0.04 -0.11 0.01
-0.07 -0.12 -0.08
-0.07 -0.08 -0.09
0.07 0.10 0.02
0.00 0.02 0.00
0.00 0.01 0.01
-0.04 -0.01 0.02
0.01 0.00 0.00
0.00 0.00 0.00
-0.01 0.00 -0.02
0.00 0.00 0.00
0.00 0.00 0.00
0.02 -0.01 0.00
-0.01 0.00 0.01
-0.03 0.00 -0.03
0.00 0.00 0.00
0.00 0.00 0.01
-0.04 0.01 -0.01
-0.05 -0.04 0.01
0.00 0.00 0.00
0.01 0.00 0.00
0.01 0.01 0.01
0.00 0.00 0.00
0.00 0.00 0.00
0.03 0.02 -0.03
0.01 0.00 0.00
0.03 -0.01 0.00
0.00 0.01 0.00
0.01 0.00 0.02

Values from the calculation:
ΔE to the lowest compared entry with this formula, charge and spin   24.2 kJ/mol
E_LUMO (spin up / spin down)   -0.7 / -1.2 eV
E   -3875.65538 hartree
2S+1   2
⟨S²⟩   0.758
M   827.9 g mol⁻¹

---

# 2
DFT (ωB97M-V with the def2-TZVPD basis set) results for a structure of composition C28H21F6N5O5PtS3 at a distorted geometry.

Each line ends with the Löwdin charge.
Cartesian coordinates (Å):
Pt1 1.254868 0.281223 0.380602  1.18
S1 2.772906 -1.702419 -1.554208  0.62
S2 4.973285 -0.266732 -1.279535  0.65
S3 4.641174 -2.725235 2.134915  1.15
F1 2.355164 -3.142714 -3.749322  0.16
F2 6.896658 -1.169893 0.179841  0.13
F3 7.595707 0.072292 -1.446859  0.19
F4 2.863281 -1.100558 -4.153179  0.17
F5 6.954520 -1.963520 -1.818259  0.18
F6 4.386450 -2.483328 -3.473585  0.15
O1 4.862525 0.739010 -0.246638  -0.31
O2 1.979627 -2.734955 -0.965862  -0.26
O3 2.068742 -0.415122 -1.635561  -0.44
O4 4.642251 0.134610 -2.600464  -0.24
O5 2.638233 2.051373 0.067626  -0.14
N1 4.163926 -1.582335 -0.844196  -0.30
N2 0.094441 2.183847 -0.524841  0.09
N3 -0.186924 -3.470980 2.073898  0.23
N4 0.115163 -1.471969 1.146492  0.07
N5 2.664746 -1.210998 1.609869  -0.04
C1 -1.429871 -3.000388 1.741611  -0.13
C2 0.729429 -2.532650 1.706804  -0.22
C3 -2.271092 -0.881611 0.781223  -0.20
C4 -5.683633 1.168847 1.293661  0.01
C5 -3.814516 -2.689424 1.456285  0.01
C6 -3.595473 2.943469 1.610074  0.00
C7 -1.980291 1.484724 0.374211  -0.16
C8 -3.378414 1.772566 0.888392  -0.12
C9 3.088626 -3.402315 2.189258  -0.29
C10 -3.323173 0.023556 -1.122650  0.32
C11 -1.228024 2.426987 -0.510574  -0.22
C12 -0.979168 4.074128 -2.220461  0.00
C13 -2.059354 0.114245 -0.358642  -0.15
C14 -5.890907 2.354841 1.983080  -0.02
C15 3.116831 -2.127410 -3.371246  -0.67
C16 -1.797529 3.383346 -1.335788  0.02
C17 6.739603 -0.870947 -1.112123  -0.66
C18 2.137564 -2.455453 1.862045  -0.33
C19 3.949395 -1.199453 1.719943  -0.42
C20 -4.447494 0.844112 0.751180  -0.09
C21 2.372545 2.665109 -1.182453  -0.15
C22 0.383292 3.838755 -2.201945  0.03
C23 -4.835895 3.246102 2.140327  -0.02
C24 0.895048 2.897338 -1.310990  -0.21
C25 -3.540568 -1.638667 0.436597  -0.18
C26 -2.773788 -3.410130 1.981619  0.02
C27 -1.178155 -1.756188 1.139248  -0.18
C28 -4.339598 -0.419481 -0.123568  -0.13
H1 -3.533573 0.550372 -2.029631  0.17
H2 -2.525549 -0.330502 1.703735  0.18
H3 -6.496323 0.469847 1.183274  0.13
H4 -4.825237 -2.998190 1.672052  0.12
H5 -1.304472 1.349932 1.242258  0.15
H6 2.903731 3.625845 -1.227136  0.16
H7 -3.357004 -2.243605 -0.471291  0.18
H8 3.556866 1.686094 0.034633  0.05
H9 -2.777576 3.636920 1.744268  0.13
H10 -6.866576 2.579761 2.384636  0.13
H11 -1.143539 -0.074969 -0.932348  0.16
H12 1.052711 4.370097 -2.858103  0.14
H13 -1.395874 4.794078 -2.908412  0.13
H14 -2.859113 3.571777 -1.308921  0.13
H15 2.943309 -4.436785 2.432547  0.09
H16 -5.318052 -0.675313 -0.525045  0.17
H17 -2.962113 -4.270590 2.605759  0.13
H18 2.721315 2.036049 -2.014153  0.13
H19 4.543593 -0.312310 1.593963  0.08
H20 -4.978898 4.165487 2.683329  0.12
H21 0.020241 -4.369599 2.488735  0.19

Cartesian forces, eV/Å:
0.76 0.01 2.91
-0.61 0.15 -0.60
-0.19 -0.85 0.04
-0.26 0.87 0.16
-0.18 -0.09 0.24
0.01 0.04 0.19
-0.29 0.07 -0.11
-0.11 0.17 -0.04
-0.22 0.22 -0.20
0.07 -0.08 -0.09
0.38 0.62 0.46
0.21 -0.58 -0.13
0.31 -0.19 -0.98
0.64 0.55 -0.71
-1.26 -1.53 0.48
0.52 0.26 -0.57
0.10 -1.07 0.42
0.62 0.53 -0.15
1.48 0.98 -0.54
-1.16 1.06 -0.68
0.64 2.26 -1.46
-0.73 0.28 -0.16
-0.45 -0.09 0.33
-0.44 0.10 0.00
0.32 -0.83 0.97
0.10 -0.14 0.00
-0.18 0.31 -0.02
-0.22 0.14 -0.07
-0.98 0.77 -0.31
-0.39 1.84 2.87
-0.15 0.47 -0.47
0.32 -0.05 0.01
0.20 -1.45 -0.13
0.28 -0.30 -0.13
0.08 -0.30 0.06
0.12 -0.28 0.20
-0.03 -0.26 0.21
1.52 -1.18 0.52
0.87 -0.47 0.74
0.74 1.14 -0.59
0.04 0.31 -0.79
-0.12 -0.13 0.20
-0.06 -0.17 -0.03
0.09 0.29 -0.06
0.98 0.09 -0.41
-1.57 0.34 -0.15
-1.09 -1.99 0.48
-0.05 -1.51 -0.53
-0.07 -0.12 -0.85
0.09 -0.04 -0.15
-0.21 -0.06 -0.08
-0.10 -0.09 0.00
-0.28 -0.23 -0.31
-0.12 -0.22 0.04
0.18 0.05 -0.12
0.20 -0.23 -0.07
0.09 0.06 0.01
-0.06 -0.03 0.09
-0.20 0.16 -0.10
0.09 0.11 -0.05
-0.05 0.07 -0.02
-0.13 0.00 0.09
-0.07 -0.19 -0.02
-0.02 0.15 -0.05
-0.18 -0.02 0.08
-0.01 0.02 0.17
0.13 -0.04 -0.08
-0.03 0.16 0.02
0.08 0.15 0.01

Values from the calculation:
E_LUMO   -8.8 eV
E   -3641.96471 hartree
2S+1   1
Total charge   +2
M   912.8 g mol⁻¹